1.
85
Properties=species:S:1:pos:R:3 method="wB97M-V/def2-TZVPD" de_lowest_kcal_mol=15.2
Pt 1.03 -1.52 -0.27
O 3.68 -0.27 -0.70
N 2.59 -0.69 -1.51
C 2.96 -1.51 -2.42
C 2.04 -2.07 -3.43
C 2.65 -2.76 -4.47
C 1.90 -3.32 -5.49
C 0.53 -3.20 -5.47
C -0.10 -2.52 -4.43
C 0.64 -1.95 -3.41
P -0.23 -1.09 -2.04
C -0.40 0.62 -2.62
C 0.48 1.16 -3.54
C 0.33 2.47 -3.97
C -0.72 3.24 -3.49
C -1.60 2.71 -2.56
C -1.44 1.41 -2.12
C -1.90 -1.76 -1.96
C -2.93 -1.35 -2.82
C -4.18 -1.93 -2.73
C -4.41 -2.92 -1.78
C -3.40 -3.33 -0.93
C -2.14 -2.75 -1.02
H 3.69 -0.94 0.02
H 4.01 -1.78 -2.48
H 3.73 -2.86 -4.47
H 2.40 -3.86 -6.29
H -0.07 -3.65 -6.26
H -1.18 -2.46 -4.42
H 1.30 0.57 -3.93
H 1.02 2.89 -4.69
H -0.85 4.26 -3.83
H -2.41 3.31 -2.16
H -2.13 1.00 -1.39
H -2.75 -0.57 -3.55
H -4.97 -1.62 -3.39
H -5.39 -3.37 -1.71
H -3.58 -4.10 -0.19
H -1.35 -3.08 -0.35
O 0.91 0.59 1.04
P 0.31 1.32 2.21
N 1.12 1.10 3.65
C 2.58 0.80 3.56
C 2.77 -0.62 4.13
C 1.35 -1.12 4.42
C 0.59 0.17 4.67
N -1.27 0.94 2.40
C -1.88 -0.33 1.95
C -3.37 -0.05 2.11
C -3.42 0.83 3.35
C -2.21 1.75 3.18
N 0.29 2.97 2.05
C -0.05 3.47 0.72
C 1.31 3.73 0.08
C 2.11 4.34 1.24
C 1.42 3.79 2.52
H 3.12 1.53 4.17
H 2.92 0.89 2.53
H 3.36 -0.58 5.04
H 3.27 -1.28 3.42
H 1.31 -1.81 5.27
H 0.94 -1.63 3.55
H 0.82 0.58 5.65
H -0.49 0.08 4.58
H -1.56 -1.17 2.57
H -1.59 -0.56 0.93
H -3.95 -0.97 2.22
H -3.75 0.49 1.24
H -3.30 0.21 4.25
H -4.35 1.39 3.46
H -1.78 2.06 4.13
H -2.48 2.66 2.63
H -0.63 4.40 0.82
H -0.66 2.75 0.18
H 1.27 4.38 -0.79
H 1.73 2.77 -0.22
H 2.03 5.42 1.22
H 3.16 4.08 1.20
H 1.04 4.61 3.13
H 2.08 3.20 3.14
O 2.50 -2.34 1.07
S 1.63 -3.63 0.95
O 2.04 -4.66 1.85
O 0.25 -3.05 1.26
O 1.63 -3.95 -0.49

=====

2.
111
Properties=species:S:1:pos:R:3 method="wB97M-V/def2-TZVPD" charge=-2 de_lowest_kcal_mol=14.5
Y 0.51 0.13 0.57
C 2.22 6.28 -0.83
C 2.30 5.79 0.59
C 1.17 5.67 1.38
C 1.23 5.15 2.67
C -0.01 5.11 3.52
C 2.46 4.72 3.17
C 3.62 4.93 2.43
C 4.98 4.65 3.01
C 3.53 5.45 1.15
C 2.51 4.10 4.53
C 2.69 4.98 5.60
C 2.70 4.52 6.90
C 2.51 3.18 7.14
C 2.33 2.28 6.09
C 2.35 2.72 4.76
Ge 1.91 1.53 3.20
S -0.11 1.98 2.60
S 3.53 1.42 1.62
Ge 3.45 -0.84 1.71
S 2.55 -1.71 -0.03
S 2.08 -0.71 3.52
C 5.19 -1.80 1.96
C 5.18 -3.17 2.33
C 6.36 -3.91 2.34
C 7.57 -3.33 1.98
C 7.58 -2.01 1.60
C 6.42 -1.24 1.57
C 6.63 0.15 1.08
C 6.40 0.49 -0.25
C 5.73 -0.44 -1.23
C 6.77 1.76 -0.70
C 7.40 2.67 0.12
C 7.82 4.03 -0.38
C 7.62 2.31 1.45
C 7.22 1.09 1.95
C 7.37 0.78 3.41
C 3.94 -3.92 2.68
C 3.49 -3.97 3.99
C 4.29 -3.37 5.11
C 2.27 -4.58 4.28
C 1.51 -5.18 3.30
C 0.15 -5.73 3.59
C 2.04 -5.23 2.01
C 3.24 -4.63 1.68
C 3.80 -4.76 0.29
C 2.07 0.87 6.53
C 3.11 0.10 7.02
C 4.55 0.57 6.95
C 2.83 -1.14 7.58
C 1.54 -1.65 7.61
C 1.26 -3.03 8.15
C 0.52 -0.87 7.09
C 0.75 0.39 6.57
C -0.39 1.21 6.04
H 1.19 6.53 -1.09
H 2.55 5.50 -1.51
H 2.84 7.17 -0.98
H 0.20 5.95 0.97
H -0.87 5.46 2.96
H 0.10 5.74 4.41
H -0.22 4.09 3.87
H 4.94 4.32 4.05
H 5.60 5.55 2.97
H 5.49 3.87 2.44
H 4.43 5.56 0.56
H 2.82 6.03 5.38
H 2.85 5.21 7.73
H 2.50 2.79 8.15
H 6.32 -4.95 2.63
H 8.48 -3.91 1.99
H 8.51 -1.54 1.29
H 5.80 -1.48 -0.91
H 6.18 -0.34 -2.21
H 4.67 -0.21 -1.32
H 6.56 2.03 -1.73
H 7.45 4.20 -1.39
H 8.90 4.14 -0.39
H 7.41 4.82 0.25
H 8.08 3.03 2.13
H 7.73 1.66 3.95
H 8.06 -0.05 3.59
H 6.41 0.48 3.84
H 5.25 -2.98 4.77
H 4.49 -4.13 5.87
H 3.74 -2.56 5.58
H 1.91 -4.56 5.31
H -0.02 -5.83 4.67
H 0.01 -6.72 3.14
H -0.63 -5.08 3.19
H 1.47 -5.72 1.22
H 3.14 -5.37 -0.32
H 4.79 -5.23 0.31
H 3.90 -3.78 -0.18
H 4.67 1.39 6.26
H 5.19 -0.25 6.62
H 4.91 0.90 7.93
H 3.65 -1.74 7.97
H 2.16 -3.48 8.57
H 0.88 -3.68 7.37
H 0.50 -2.99 8.94
H -0.50 -1.25 7.10
H -1.34 0.85 6.44
H -0.44 1.17 4.95
H -0.28 2.27 6.31
Te 0.99 1.88 -1.42
F -2.98 -2.60 -0.55
B -2.55 -2.21 0.70
F -1.32 -1.42 0.53
F -3.48 -1.41 1.34
F -2.20 -3.31 1.49